[1]
ORCA calculation (ωB97M-V/def2-TZVPD) on a cluster of 11 separate species, C25H72N2O11 in total at a distorted geometry.

Geometry as XYZ:
```
110
C25H72N2O11 ωB97M-V/def2-TZVPD
C -3.98 -1.39 2.31
O -4.99 -0.82 1.48
H -3.24 -0.67 2.66
H -3.42 -2.22 1.77
H -4.44 -1.82 3.19
H -5.58 -1.49 1.21
C -3.64 1.76 3.53
O -2.23 1.54 3.62
H -3.80 1.65 2.46
H -3.99 2.67 4.03
H -4.21 0.97 4.06
H -1.80 1.87 2.78
C -1.07 -2.79 0.00
O -1.18 -4.19 0.27
H -1.65 -2.60 -0.90
H -0.07 -2.41 -0.19
H -1.49 -2.24 0.80
H -2.06 -4.43 0.11
C -1.18 0.72 0.00
O -0.99 1.67 1.10
N -0.17 0.29 -0.71
N -2.34 0.15 -0.28
H 0.82 0.75 -0.48
H -0.22 -0.45 -1.41
H -3.14 0.17 0.28
H -2.35 -0.58 -1.01
C 3.29 2.87 0.98
C 2.25 2.48 -0.02
C 2.10 3.57 -1.02
O 2.41 1.41 -0.65
H 3.14 2.27 1.89
H 3.18 3.95 1.26
H 4.26 2.58 0.60
H 1.28 2.41 0.48
H 1.38 3.34 -1.79
H 3.07 3.74 -1.51
H 1.67 4.50 -0.53
H 3.23 1.47 -1.18
C 2.80 -2.19 -0.39
C 3.25 -1.62 -1.70
C 4.35 -2.47 -2.22
O 2.37 -1.73 -2.61
H 3.38 -1.80 0.45
H 2.71 -3.27 -0.46
H 1.77 -1.89 -0.11
H 3.46 -0.56 -1.59
H 5.22 -2.32 -1.56
H 4.77 -2.16 -3.18
H 4.06 -3.56 -2.28
H 2.76 -1.34 -3.39
C 2.50 1.83 -3.79
C 3.98 1.38 -3.73
C 4.78 2.16 -4.76
O 4.51 1.46 -2.62
H 1.89 1.43 -2.98
H 2.05 1.55 -4.75
H 2.53 2.90 -3.66
H 4.02 0.35 -4.04
H 4.77 3.24 -4.59
H 4.48 1.90 -5.76
H 5.74 1.77 -4.63
H 5.38 1.10 -2.58
C -4.75 -2.72 -0.93
C -5.28 -3.84 -0.03
C -4.19 -4.77 0.41
O -5.98 -3.46 0.91
H -3.87 -2.25 -0.58
H -5.56 -1.91 -1.09
H -4.46 -3.16 -1.82
H -5.95 -4.29 -0.75
H -4.69 -5.67 0.84
H -3.50 -4.33 1.05
H -3.63 -5.17 -0.52
H -6.43 -4.17 1.36
C 2.32 -1.14 3.10
C 1.20 -0.26 2.53
C -0.16 -0.84 2.92
O 1.22 0.90 2.93
H 2.34 -1.21 4.19
H 3.23 -0.65 2.80
H 2.27 -2.14 2.68
H 1.27 -0.24 1.44
H -0.90 -0.40 2.28
H -0.40 -0.72 3.98
H -0.29 -1.91 2.80
H 0.71 1.36 2.29
C 0.17 4.78 5.49
C 0.28 3.94 4.31
C 0.02 4.67 3.04
O 1.38 3.33 4.32
H -0.87 4.96 5.82
H 0.53 5.79 5.41
H 0.59 4.33 6.40
H -0.44 3.16 4.49
H 0.91 5.20 2.62
H -0.84 5.37 3.10
H -0.23 3.91 2.35
H 1.37 2.53 3.79
C -2.42 -1.85 -3.47
C -0.90 -1.70 -3.69
C -0.59 -0.47 -4.56
O -0.26 -1.58 -2.62
H -2.78 -0.85 -3.07
H -2.59 -2.64 -2.86
H -2.94 -2.01 -4.41
H -0.56 -2.60 -4.24
H -0.99 -0.55 -5.59
H 0.48 -0.48 -4.65
H -0.87 0.55 -4.19
H 0.70 -1.66 -2.83
```

Properties
- Energy above the lowest of the compared OMol25 structures with the same formula, charge and spin: 721.2 kJ/mol
- Multiplicity: 1
- DFT total energy: -52586.46946 eV
- Orbital gap: 0.317 Ha
- Charge: 0

=====

[2]
ORCA calculation (ωB97M-V/def2-TZVPD) on a cluster of 11 separate species, C25H72O11 in total at a distorted geometry.

Geometry as XYZ:
```
108
C25H72O11 ωB97M-V/def2-TZVPD
C 4.45 -1.13 2.40
C 3.82 -1.02 3.77
C 4.96 -0.60 4.80
O 2.65 -0.20 3.80
H 3.78 -1.68 1.74
H 5.32 -1.76 2.56
H 4.76 -0.18 1.97
H 3.46 -2.01 4.07
H 5.34 0.39 4.54
H 5.71 -1.39 4.85
H 4.45 -0.52 5.76
H 1.90 -0.68 3.45
C 2.23 -5.39 -2.05
C 2.35 -3.89 -2.10
C 2.73 -3.32 -0.75
O 3.36 -3.66 -3.04
H 1.85 -5.84 -2.97
H 1.69 -5.73 -1.16
H 3.15 -5.97 -1.88
H 1.41 -3.41 -2.35
H 2.78 -2.23 -0.80
H 3.62 -3.72 -0.27
H 1.82 -3.52 -0.18
H 3.01 -3.93 -3.89
C -1.64 0.86 4.74
C -2.14 0.95 3.33
C -3.68 1.10 3.20
O -1.49 2.05 2.68
H -2.08 0.06 5.33
H -1.80 1.82 5.24
H -0.57 0.68 4.63
H -1.81 0.05 2.81
H -3.89 1.17 2.14
H -3.92 2.02 3.74
H -4.24 0.30 3.68
H -0.59 2.06 3.00
C 0.47 3.80 -4.42
C 0.61 4.68 -3.16
C 0.85 3.90 -1.85
O 1.74 5.49 -3.38
H -0.50 3.32 -4.40
H 1.19 2.98 -4.39
H 0.61 4.35 -5.36
H -0.34 5.19 -3.05
H 0.41 2.91 -1.75
H 0.62 4.49 -0.96
H 1.90 3.66 -1.66
H 1.81 6.21 -2.75
C -3.62 -2.84 -3.18
C -2.83 -2.80 -1.89
C -1.62 -3.79 -1.78
O -2.34 -1.52 -1.62
H -3.02 -2.63 -4.06
H -4.53 -2.24 -3.12
H -3.99 -3.84 -3.38
H -3.52 -3.01 -1.07
H -1.19 -3.77 -0.78
H -0.85 -3.50 -2.49
H -1.93 -4.82 -1.94
H -2.97 -0.80 -1.57
C 0.83 4.25 2.19
C 1.84 3.31 2.76
O 1.19 2.10 3.09
H 0.03 4.40 2.92
H 0.44 3.91 1.23
H 1.33 5.20 1.98
H 2.32 3.57 3.70
H 2.64 3.02 2.07
H 1.87 1.52 3.44
C 1.09 0.18 -4.80
C 0.54 -0.39 -3.49
O -0.55 -1.15 -3.77
H 1.89 0.87 -4.55
H 0.39 0.75 -5.41
H 1.47 -0.66 -5.37
H 0.20 0.45 -2.89
H 1.34 -0.93 -2.99
H -1.02 -1.35 -2.96
C 0.20 -3.74 4.31
C 0.86 -3.44 3.00
O 0.64 -2.04 2.81
H 0.63 -3.04 5.02
H 0.40 -4.72 4.74
H -0.87 -3.56 4.23
H 0.30 -3.98 2.23
H 1.93 -3.65 2.98
H 0.62 -1.88 1.86
C -3.68 1.07 -3.86
C -3.97 1.77 -2.53
O -3.06 1.26 -1.57
H -4.36 1.41 -4.64
H -3.92 0.02 -3.70
H -2.67 1.23 -4.24
H -5.00 1.51 -2.25
H -3.89 2.85 -2.62
H -2.86 1.98 -0.97
C -0.03 0.01 0.29
O 0.01 -1.41 0.19
H 0.25 0.44 -0.67
H -1.06 0.28 0.49
H 0.67 0.39 1.05
H -0.80 -1.68 -0.25
C -3.22 4.06 0.64
O -2.28 3.11 0.19
H -3.68 3.62 1.52
H -2.73 4.99 0.95
H -4.02 4.27 -0.06
H -1.95 2.65 0.97
```

Properties
- Energy above the lowest of the compared OMol25 structures with the same formula, charge and spin: 48.0 kJ/mol
- Multiplicity: 1
- DFT total energy: -49613.54589 eV
- Orbital gap: 0.376 Ha
- Charge: 0